*i*
14
Properties=species:S:1:pos:R:3:nbo_charge:R:1 method="wB97M-V/def2-TZVPD" gap_ev=8.4
C 1.718 0.690 -0.115 -0.650
N -0.560 0.403 0.715 -0.464
C -1.851 0.287 0.071 0.473
C 0.570 -0.232 0.160 0.178
C -1.324 1.454 -0.073 -0.205
C 0.641 -1.552 0.020 -0.481
O -2.788 -0.613 -0.101 -0.629
H -2.578 -1.416 0.395 0.503
H -1.177 2.421 -0.468 0.234
H 1.928 1.286 0.771 0.224
H 2.606 0.132 -0.395 0.221
H 1.458 1.373 -0.925 0.215
H -0.195 -2.199 0.227 0.179
H 1.551 -2.036 -0.285 0.203

---

*ii*
14
Properties=species:S:1:pos:R:3:nbo_charge:R:1 method="wB97M-V/def2-TZVPD" gap_ev="8.0 / 8.0"
C -1.921 -0.321 -0.222 -0.679
C -0.486 0.077 -0.206 0.349
C 0.511 -0.717 -0.788 -0.552
C 1.745 -0.526 -0.230 0.657
N 2.943 -0.556 -0.088 -0.626
O 0.647 0.473 1.399 -0.724
C -0.026 1.288 0.504 -0.128
H -2.323 -0.257 0.794 0.256
H -2.484 0.394 -0.835 0.241
H -2.078 -1.332 -0.607 0.221
H 0.317 -1.618 -1.356 0.254
H 3.422 -0.746 0.780 0.422
H -0.859 1.861 0.951 0.158
H 0.594 1.978 -0.097 0.150

---

Which one sits at the bottom of the stability order? *i* does.

---

*i*
14
Properties=species:S:1:pos:R:3:nbo_charge:R:1 method="wB97M-V/def2-TZVPD" gap_ev=10.1
C -1.568 0.233 0.348 -0.619
C -0.600 -0.936 0.127 -0.501
C 0.890 -0.710 -0.078 0.522
C 1.440 0.596 0.334 -0.493
O 1.655 -1.565 -0.467 -0.542
C 0.887 0.891 -1.167 0.234
N 0.712 1.324 -2.230 -0.268
H -1.253 0.904 1.155 0.203
H -2.549 -0.164 0.634 0.226
H -1.709 0.836 -0.555 0.227
H -0.548 -1.556 1.027 0.238
H -0.942 -1.574 -0.690 0.245
H 2.532 0.662 0.285 0.266
H 1.054 1.059 1.277 0.263

---

*ii*
14
Properties=species:S:1:pos:R:3:nbo_charge:R:1 method="wB97M-V/def2-TZVPD" gap_ev=9.3
C 0.449 1.253 0.055 0.720
C -2.626 0.353 0.058 -0.453
C -1.557 -0.390 -0.146 -0.022
C 0.956 -0.021 -0.373 -0.156
C 2.155 -0.592 0.236 -0.616
N -0.329 -0.039 0.328 -0.490
O 0.287 2.442 0.222 -0.488
H -3.520 -0.064 -0.368 0.208
H -2.530 1.167 0.709 0.215
H -1.565 -1.393 -0.421 0.188
H 0.971 -0.317 -1.426 0.211
H 2.457 -0.173 1.314 0.232
H 2.972 -0.616 -0.606 0.228
H 1.880 -1.611 0.419 0.223

---

*iii*
14
Properties=species:S:1:pos:R:3:nbo_charge:R:1 method="wB97M-V/def2-TZVPD" gap_ev=9.8
O 1.447 -1.228 0.710 -0.720
C 2.100 -0.378 -0.200 -0.123
C 1.204 0.729 -0.638 -0.074
C 0.099 1.191 -0.468 0.007
C -1.238 1.072 0.074 -0.175
C -2.082 -0.028 -0.459 -0.237
N -1.334 -0.239 0.773 -0.571
H 1.550 -0.977 1.638 0.485
H 3.044 0.033 0.173 0.193
H 2.317 -0.997 -1.076 0.203
H -1.698 1.945 0.542 0.220
H -1.800 -0.469 -1.416 0.202
H -3.157 0.075 -0.312 0.199
H -0.451 -0.730 0.659 0.389

---

*iv*
14
Properties=species:S:1:pos:R:3:nbo_charge:R:1 method="wB97M-V/def2-TZVPD" gap_ev=12.0
C 0.031 -0.890 1.464 -0.612
C 0.181 0.515 0.892 -0.406
C 0.212 0.502 -0.621 0.107
C -1.014 0.479 -1.427 -0.083
O -0.254 1.669 -1.267 -0.449
C 1.328 -0.213 -1.243 0.256
N 2.108 -0.915 -1.731 -0.297
H -0.908 -1.342 1.126 0.207
H 0.025 -0.870 2.557 0.221
H 0.855 -1.533 1.136 0.219
H -0.656 1.157 1.191 0.224
H 1.096 0.995 1.261 0.222
H -0.974 0.072 -2.435 0.201
H -1.968 0.397 -0.909 0.190

---

Which one sits at the bottom of the stability order? *iii* does.

---

*i*
14
Properties=species:S:1:pos:R:3:nbo_charge:R:1 method="wB97M-V/def2-TZVPD" gap_ev=9.2
C 1.462 0.455 0.542 -0.629
C 0.256 0.734 -0.373 -0.392
C -1.387 -0.111 -0.972 0.118
C -0.981 -0.003 0.743 -0.032
O -2.223 -0.106 0.157 -0.480
C -0.976 -1.489 -1.303 0.139
N -0.663 -2.515 -1.749 -0.307
H 1.305 0.767 1.581 0.205
H 2.314 1.017 0.148 0.232
H 1.733 -0.606 0.533 0.223
H -0.009 1.791 -0.406 0.232
H 0.588 0.441 -1.372 0.262
H -0.558 -0.946 1.091 0.205
H -0.938 0.832 1.440 0.224

---

*ii*
14
Properties=species:S:1:pos:R:3:nbo_charge:R:1 method="wB97M-V/def2-TZVPD" gap_ev=10.4
C 2.465 0.007 0.701 -0.440
N 1.255 0.789 0.546 -0.458
C 0.289 0.300 -0.077 0.554
O 0.076 -0.970 -0.619 -0.503
C -1.257 -0.552 -1.022 0.050
C -2.047 -0.091 0.162 -0.420
C -1.051 0.826 -0.472 -0.299
H 3.257 0.554 0.181 0.205
H 2.740 -0.044 1.759 0.204
H 2.403 -1.011 0.297 0.190
H -1.900 -1.157 -1.624 0.230
H -1.879 -0.630 1.080 0.222
H -3.081 0.159 -0.080 0.220
H -1.269 1.819 -0.832 0.245

---

Which one sits at the bottom of the stability order? *i* does.

---

*i*
13
Properties=species:S:1:pos:R:3:nbo_charge:R:1 method="wB97M-V/def2-TZVPD" gap_ev=9.2
C -2.334 1.010 -0.037 -0.725
C -0.595 -1.060 0.099 -0.171
C 2.696 0.203 0.039 0.519
H -2.042 1.427 0.924 0.231
H -1.747 1.381 -0.803 0.230
H -3.369 1.242 -0.227 0.231
H -0.216 -2.083 0.238 0.184
H 1.645 -1.607 -0.264 0.375
H 2.433 1.256 0.208 0.135
N 0.314 -0.142 -0.003 -0.280
N 1.606 -0.633 -0.108 -0.461
O 3.851 -0.202 -0.034 -0.589
S -2.242 -0.791 -0.031 0.321

---

*ii*
13
Properties=species:S:1:pos:R:3:nbo_charge:R:1 method="wB97M-V/def2-TZVPD" gap_ev=8.5
C -1.284 -1.083 -1.327 -0.299
C 0.389 0.211 -0.345 0.403
C -0.649 -0.270 1.930 0.256
H -1.318 -1.699 -2.381 0.227
H -0.739 -1.865 -0.715 0.175
H -2.127 -0.919 -0.689 0.230
H 1.278 -0.250 1.277 0.436
H -0.332 -0.564 3.003 0.184
H -2.314 -0.236 2.725 0.346
N 0.356 -0.159 0.961 -0.648
N -1.947 -0.106 1.697 -0.677
O -0.393 0.032 -1.355 -0.458
S 1.819 0.874 -0.783 -0.174

---

*iii*
13
Properties=species:S:1:pos:R:3:nbo_charge:R:1 method="wB97M-V/def2-TZVPD" gap_ev=9.1
C 0.461 -0.494 0.350 -0.155
C -0.988 -0.810 0.479 -0.544
C 0.456 1.056 0.061 0.648
H 2.090 -0.760 -0.724 0.373
H 0.737 -0.858 -1.613 0.355
H 1.024 -0.717 1.291 0.227
H -1.300 -0.742 1.529 0.229
H -1.310 -1.789 0.143 0.243
H -0.909 2.533 -0.286 0.422
N 1.167 -1.130 -0.725 -0.804
N -0.812 1.556 -0.047 -0.772
O 1.427 1.773 -0.052 -0.601
S -2.043 0.381 -0.406 0.380

---

*iv*
13
Properties=species:S:1:pos:R:3:nbo_charge:R:1 method="wB97M-V/def2-TZVPD" gap_ev=9.9
C -1.059 0.566 -0.029 0.394
C 0.271 0.992 -0.596 -0.371
C 2.076 -0.208 1.157 -0.204
H -0.339 -1.472 -0.589 0.165
H 0.737 1.640 0.228 0.249
H 0.188 1.653 -1.473 0.248
H 1.508 -0.188 -1.944 0.388
H 2.965 -0.294 1.844 0.199
H 1.091 0.076 1.722 0.174
N 1.217 -0.085 -0.925 -0.462
N 2.297 -0.248 -0.148 -0.218
O -1.756 1.431 0.520 -0.555
S -1.527 -1.164 0.023 -0.008

---

Which one sits at the bottom of the stability order? *ii* does.

---

*i*
13
Properties=species:S:1:pos:R:3:nbo_charge:R:1 method="wB97M-V/def2-TZVPD" gap_ev="9.3 / 6.9"
C -1.636 0.875 1.808 0.045
C 1.960 1.309 -0.532 -0.522
C -0.642 -0.583 -0.188 0.252
N -1.195 0.984 2.874 -0.322
N -0.689 -1.280 -1.418 -0.862
O -0.221 -1.468 0.736 -0.711
S -1.938 0.603 0.144 0.287
H 1.614 0.956 -1.534 0.165
H 1.318 2.028 0.048 0.171
H 2.410 0.563 0.085 0.158
H -0.012 -2.058 -1.408 0.411
H -0.896 -0.827 -2.321 0.404
H -0.074 -1.101 1.704 0.523

---

*ii*
13
Properties=species:S:1:pos:R:3:nbo_charge:R:1 method="wB97M-V/def2-TZVPD" gap_ev=7.9
C 0.355 -0.465 1.331 0.071
C 2.658 -0.320 0.913 -0.608
C 0.664 0.624 -0.717 -0.420
N -0.159 0.086 0.321 -0.213
N -1.481 0.533 0.151 -0.656
O 2.078 2.229 0.867 -0.974
S 2.454 1.110 0.022 1.241
H -0.335 -0.785 2.192 0.177
H 2.955 -1.276 0.456 0.186
H 0.763 -0.231 -1.385 0.210
H 0.057 1.476 -1.127 0.226
H -1.925 0.170 0.984 0.367
H -2.065 0.431 -0.651 0.395

---

Which one sits at the bottom of the stability order? *ii* does.

---

*i*
16
Properties=species:S:1:pos:R:3:nbo_charge:R:1 method="wB97M-V/def2-TZVPD" spin_multiplicity=2 gap_ev="9.6 / 8.1"
C 0.822 -1.521 -0.780 -0.415
N 0.281 -1.077 0.489 -0.616
C -1.646 0.461 0.491 -0.634
C -0.165 0.257 0.670 0.033
C 0.652 1.374 -0.347 -0.078
O -0.008 2.488 -0.283 -0.416
H 0.086 -1.388 -1.556 0.202
H 1.802 -1.080 -0.995 0.178
H 1.023 -2.587 -0.693 0.207
H 0.835 -1.410 1.267 0.372
H -1.905 1.505 0.646 0.234
H -2.204 -0.161 1.204 0.215
H -1.978 0.213 -0.519 0.208
H 0.165 0.682 1.617 0.200
H 0.590 0.859 -1.322 0.158
H 1.648 1.384 0.110 0.150

---

*ii*
16
Properties=species:S:1:pos:R:3:nbo_charge:R:1 method="wB97M-V/def2-TZVPD" spin_multiplicity=2 gap_ev="6.5 / 9.9"
C -0.124 -0.724 1.249 -0.661
C -0.934 0.294 0.482 0.186
C -2.038 0.852 0.937 -0.422
C 0.303 1.838 -0.978 -0.307
N -0.391 0.664 -0.794 -0.617
H -0.749 -1.264 1.964 0.212
H 0.314 -1.458 0.574 0.232
H 0.659 -0.209 1.792 0.223
H -2.560 1.598 0.355 0.206
H -2.439 0.595 1.904 0.197
H 0.918 1.948 -1.848 0.177
H 0.119 2.663 -0.319 0.177
H -0.418 -0.103 -1.441 0.396
H 3.019 -1.941 -0.840 0.473
H 2.184 -2.762 -1.811 0.470
O 2.135 -1.991 -1.227 -0.940

---

Which one sits at the bottom of the stability order? *i* does.

---

*i*
8
Properties=species:S:1:pos:R:3:nbo_charge:R:1 method="wB97M-V/def2-TZVPD" gap_ev=11.3
C -1.138 -0.244 -0.057 0.445
C 0.203 0.434 0.014 -0.611
C 1.380 -0.494 0.070 0.276
H -2.011 0.502 -0.175 0.107
H 0.317 1.125 -0.790 0.272
H 0.248 1.083 0.959 0.279
N 2.422 -1.001 -0.055 -0.291
O -1.422 -1.404 0.034 -0.477

---

*ii*
8
Properties=species:S:1:pos:R:3:nbo_charge:R:1 method="wB97M-V/def2-TZVPD" gap_ev=11.3
O 0.360 1.976 0.862 -0.483
C 0.128 0.801 0.775 0.453
C 0.036 0.081 -0.573 -0.629
C -0.265 -1.334 -0.369 0.270
N -0.505 -2.436 -0.114 -0.298
H -0.040 0.156 1.660 0.128
H 0.982 0.198 -1.114 0.280
H -0.743 0.556 -1.180 0.280

---

*iii*
8
Properties=species:S:1:pos:R:3:nbo_charge:R:1 method="wB97M-V/def2-TZVPD" gap_ev="8.3 / 7.9"
C -1.157 0.895 -0.236 -0.148
C 0.203 1.015 -0.304 -0.176
C -0.395 -0.263 -0.364 0.021
N -0.675 -2.017 0.689 -0.142
O 0.495 -2.329 1.175 -0.498
H -2.072 1.425 -0.198 0.234
H 1.096 1.635 -0.365 0.242
H 0.514 -3.235 0.875 0.467

---

*iv*
8
Properties=species:S:1:pos:R:3:nbo_charge:R:1 method="wB97M-V/def2-TZVPD" gap_ev=11.6
C 0.524 -0.086 0.741 -0.720
C -0.144 -0.413 -0.557 0.704
O 0.187 -1.187 -1.394 -0.470
C -1.111 1.335 -1.276 0.339
N -1.459 0.349 -0.699 -0.602
H 1.354 -0.771 0.914 0.245
H 0.881 0.950 0.748 0.254
H -0.233 -0.177 1.523 0.250

---

Which one sits at the bottom of the stability order? *iii* does.

---

*i*
8
Properties=species:S:1:pos:R:3:nbo_charge:R:1 method="wB97M-V/def2-TZVPD" gap_ev=9.4
C 0.828 -0.324 -0.548 -0.090
C -0.605 -0.291 -0.361 -0.081
C -1.805 -0.753 -0.623 -0.207
H 1.258 1.555 1.866 0.493
H 1.214 -1.171 -1.084 0.237
H -2.963 -0.801 -0.550 0.263
N 1.483 0.450 0.353 -0.083
O 0.590 1.334 0.948 -0.531

---

*ii*
8
Properties=species:S:1:pos:R:3:nbo_charge:R:1 method="wB97M-V/def2-TZVPD" gap_ev=10.7
C 1.425 -0.916 -0.008 -0.702
C 0.372 0.204 0.062 0.474
C -0.976 -0.145 0.019 0.154
H 1.960 -0.679 -0.977 0.257
H 1.855 -1.027 0.982 0.253
H 0.902 -1.819 -0.177 0.221
N -2.124 -0.296 -0.024 -0.219
O 0.653 1.342 -0.012 -0.439

---

Which one sits at the bottom of the stability order? *i* does.